ORCA calculation (ωB97M-V/def2-TZVPD) on a cluster of 4 separate species, C39H52BF4N3O9Si in total in a non-equilibrium geometry.

The geometry in XYZ format:
```
109
Properties=species:S:1:pos:R:3
C 6.528 -0.477 4.014
C 5.981 -0.809 2.962
C 5.148 -0.849 1.618
C 4.107 -2.047 1.647
C 4.339 -3.405 1.029
C 3.259 -4.480 1.122
B 3.615 -5.876 0.372
O 4.968 -6.180 -0.042
O 2.625 -6.840 0.049
C 1.696 -6.313 -0.952
C 1.957 -4.258 1.856
C 0.860 -5.323 2.007
C -0.073 -6.098 2.199
C 1.719 -2.906 2.473
C 2.784 -1.820 2.341
C 2.386 -0.420 2.995
O 3.180 0.253 3.638
C 0.864 -0.008 2.762
C 0.483 1.416 2.402
C 1.546 2.571 2.201
O 1.761 2.810 0.778
C 2.691 3.806 0.555
F 3.975 3.526 1.018
F 2.258 4.995 1.153
F 2.827 4.076 -0.818
C -1.008 1.691 2.198
C -1.475 3.161 1.772
C -1.821 3.096 0.202
C -1.142 4.262 -0.659
F -1.371 1.838 -0.380
C -2.049 0.593 2.356
C -1.675 -0.841 2.715
C -2.746 -1.998 2.875
C -3.872 -1.990 1.757
O -4.777 -0.869 1.817
Si -6.260 -1.233 2.612
C -7.496 -2.060 1.377
C -6.927 0.451 3.275
C -6.068 -2.523 4.040
C -0.197 -1.094 2.904
C 0.363 -2.546 3.236
O -0.167 -3.317 4.023
H 7.258 -0.236 4.838
H 5.829 -0.867 0.710
H 4.528 0.105 1.517
H 5.316 -3.579 0.475
H 5.072 -5.702 -0.899
H 0.656 -6.598 -0.575
H 1.706 -5.178 -1.005
H 1.907 -6.695 -1.992
H -0.912 -6.819 2.374
H 1.133 3.478 2.753
H 2.549 2.345 2.668
H -2.400 3.499 2.325
H -0.672 3.935 1.947
H -2.930 3.136 0.010
H -0.168 4.593 -0.190
H -0.864 3.798 -1.667
H -1.849 5.119 -0.889
H -3.125 0.879 2.185
H -3.173 -1.893 3.926
H -2.274 -3.038 2.851
H -3.353 -1.997 0.739
H -4.429 -2.991 1.806
H -6.981 -3.039 1.075
H -8.448 -2.395 1.915
H -7.714 -1.402 0.479
H -7.766 0.329 4.020
H -7.213 1.060 2.356
H -6.045 1.012 3.744
H -6.998 -2.443 4.704
H -5.169 -2.321 4.696
H -6.036 -3.580 3.605
C -0.660 -3.371 -4.186
N 0.418 -4.266 -3.820
C 1.644 -4.387 -4.400
C 1.956 -3.497 -5.574
O 2.450 -5.199 -3.966
H -0.892 -2.739 -3.326
H -1.538 -3.972 -4.433
H -0.403 -2.744 -5.036
H 0.278 -4.892 -3.040
H 2.964 -3.707 -5.928
H 1.255 -3.690 -6.388
H 1.906 -2.448 -5.273
C -3.839 2.058 -4.913
N -3.616 3.013 -3.848
C -3.971 2.909 -2.539
C -4.687 1.658 -2.103
O -3.706 3.814 -1.759
H -2.870 1.773 -5.329
H -4.433 2.541 -5.691
H -4.357 1.168 -4.566
H -3.141 3.877 -4.068
H -4.904 1.718 -1.037
H -5.630 1.557 -2.643
H -4.056 0.784 -2.278
C 4.544 6.068 -2.336
N 5.319 6.742 -3.358
C 6.438 7.502 -3.201
C 6.968 7.690 -1.803
O 6.978 8.006 -4.175
H 4.534 5.000 -2.561
H 3.522 6.451 -2.373
H 4.952 6.222 -1.340
H 5.021 6.660 -4.319
H 7.859 8.315 -1.836
H 6.220 8.184 -1.181
H 7.239 6.724 -1.372
```

## Properties
- largest force on an atom (Eh/bohr) = 0.0677
- orbital gap (eV) = 7.970
- SMILES = C#CCc1cc(B(O)OC)c(C#C)c2c1C(=O)c1c(COC(F)(F)F)c(C[C@@H](C)F)cc(CCO[Si](C)(C)C)c1C2=O.CNC(C)=O.CNC(C)=O.CNC(C)=O
- highest occupied orbital energy (eV) = -9.03

ORCA calculation (ωB97M-V/def2-TZVPD) on a structure of composition C39H53AsClN5O4PS2Si2Ti.

The geometry in XYZ format:
```
109
Properties=species:S:1:pos:R:3
Ti -0.077 -0.799 -0.251
Cl 0.373 -2.647 -1.339
C 1.686 0.220 -0.539
C 2.328 0.288 -1.779
C 3.333 1.217 -2.002
C 3.696 2.102 -0.993
C 3.097 2.018 0.252
C 2.115 1.057 0.495
P 1.432 0.726 2.173
C 0.239 2.108 2.363
C -0.019 3.038 1.359
C -0.970 4.036 1.540
C -1.685 4.114 2.724
C -1.428 3.198 3.737
C -0.477 2.209 3.558
C 2.814 1.301 3.222
C 3.808 0.377 3.534
C 4.907 0.754 4.290
C 5.016 2.058 4.751
C 4.024 2.982 4.452
C 2.927 2.607 3.692
H 2.063 -0.407 -2.568
H 3.842 1.245 -2.957
H 4.472 2.835 -1.168
H 3.426 2.674 1.049
H 0.539 3.002 0.431
H -1.142 4.763 0.755
H -2.431 4.884 2.862
H -1.968 3.262 4.673
H -0.271 1.521 4.369
H 3.741 -0.635 3.148
H 5.676 0.028 4.516
H 5.872 2.356 5.343
H 4.104 3.999 4.812
H 2.158 3.338 3.472
N 1.912 -3.464 3.213
C 2.212 -3.684 1.892
S 3.135 -2.576 1.075
N 1.661 -4.824 1.417
C 1.726 -5.488 0.169
C 0.881 -6.591 0.041
C 0.847 -7.318 -1.134
C 1.662 -6.959 -2.198
C 2.507 -5.870 -2.061
C 2.550 -5.127 -0.889
H 2.431 -2.704 3.619
H 1.775 -4.259 3.820
H 1.054 -5.301 2.066
H 0.241 -6.880 0.868
H 0.182 -8.168 -1.214
H 1.643 -7.525 -3.119
H 3.153 -5.583 -2.880
H 3.208 -4.280 -0.802
C -6.984 0.922 -4.373
C -5.772 1.283 -5.212
S -4.234 1.267 -4.293
O -3.191 0.742 -5.140
O -4.456 0.672 -2.996
C -3.861 2.995 -4.013
C -2.482 3.190 -3.389
N -2.231 2.365 -2.201
C -1.381 1.316 -2.168
N -1.401 0.733 -0.967
C -2.328 1.401 -0.208
C -2.847 2.396 -0.965
N -3.795 3.375 -0.542
O -4.024 4.303 -1.299
O -4.280 3.223 0.552
C -0.566 0.848 -3.316
H -7.860 0.888 -5.020
H -7.164 1.657 -3.591
H -6.861 -0.052 -3.904
H -5.860 2.279 -5.647
H -5.602 0.584 -6.032
H -4.659 3.411 -3.399
H -3.860 3.494 -4.983
H -2.357 4.236 -3.117
H -1.709 2.932 -4.107
H -2.524 1.147 0.819
H 0.321 1.472 -3.442
H -1.154 0.834 -4.232
H -0.232 -0.173 -3.129
C -3.488 -2.067 4.262
Si -1.724 -2.455 3.773
C -1.431 -4.308 3.679
C -0.581 -1.612 4.987
As -1.403 -1.458 1.651
Si -2.926 -2.665 0.227
C -2.470 -4.481 0.228
C -3.019 -1.987 -1.524
C -4.668 -2.402 0.888
H -3.581 -2.216 5.341
H -4.219 -2.708 3.772
H -3.750 -1.029 4.050
H -1.049 -4.648 4.645
H -0.711 -4.564 2.906
H -2.351 -4.855 3.477
H -0.870 -1.905 6.000
H -0.677 -0.529 4.921
H 0.465 -1.867 4.839
H -1.401 -4.634 0.064
H -3.004 -4.991 -0.576
H -2.746 -4.959 1.169
H -2.100 -1.835 -2.088
H -3.606 -1.071 -1.553
H -3.585 -2.752 -2.068
H -4.958 -3.159 1.617
H -5.367 -2.466 0.051
H -4.801 -1.424 1.353
```

## Properties
- largest force on an atom (Eh/bohr) = 0.0152
- orbital gap (spin up / spin down) (eV) = 6.792 / 6.976
- highest occupied orbital energy (spin up / spin down) (eV) = -10.15 / -10.15
- charge = +1

ORCA calculation (ωB97M-V/def2-TZVPD) on a structure of composition C39H53Ge2SbTeTi in a non-equilibrium geometry.

The geometry in XYZ format:
```
97
Properties=species:S:1:pos:R:3
Ti 0.049 0.146 1.047
C 5.468 -1.535 1.074
C 4.629 -0.815 0.031
Ge 2.668 -0.672 0.518
C 2.346 0.856 1.879
C 3.127 0.577 3.155
C 2.037 -2.332 1.379
C 0.915 -3.076 1.260
Ge -0.535 -2.138 0.146
C -2.584 -2.395 0.056
C -3.255 -3.748 0.183
C 0.125 -2.709 -1.691
C -0.015 -4.207 -1.930
C 0.821 -4.436 1.750
C 1.814 -5.058 2.526
C 1.703 -6.392 2.862
C 0.612 -7.141 2.442
C -0.386 -6.538 1.689
C -0.281 -5.204 1.354
H 6.495 -1.593 0.722
H 5.122 -2.553 1.233
H 5.480 -1.012 2.027
H 4.684 -1.363 -0.912
H 5.018 0.193 -0.126
H 1.262 0.881 2.182
H 2.619 1.841 1.478
H 2.920 -0.433 3.524
H 2.862 1.290 3.935
H 4.193 0.680 2.967
H 2.890 -2.774 1.886
H -2.815 -1.974 -0.930
H -3.017 -1.733 0.817
H -2.920 -4.435 -0.587
H -4.330 -3.621 0.068
H -3.077 -4.181 1.163
H 1.201 -2.463 -1.787
H -0.419 -2.166 -2.476
H 0.504 -4.774 -1.158
H 0.407 -4.477 -2.896
H -1.064 -4.488 -1.929
H 2.669 -4.506 2.883
H 2.478 -6.863 3.448
H 0.532 -8.183 2.710
H -1.246 -7.109 1.377
H -1.046 -4.728 0.754
C -5.309 -0.261 2.111
C -5.098 0.561 3.344
C -6.190 0.967 4.108
C -6.028 1.709 5.262
C -4.763 2.081 5.683
C -3.654 1.686 4.953
C -3.847 0.940 3.806
Sb -2.021 0.219 2.834
C -0.677 -0.541 4.393
C 0.106 0.258 5.224
C 0.811 -0.303 6.278
C 0.752 -1.667 6.500
C -0.002 -2.469 5.656
C -0.740 -1.924 4.611
C -1.613 -2.798 3.763
C -1.060 2.106 2.148
C -0.415 2.978 3.025
C 0.081 4.205 2.609
C -0.064 4.583 1.283
C -0.724 3.744 0.396
C -1.237 2.506 0.802
C -2.097 1.720 -0.169
H -6.313 -0.117 1.723
H -5.196 -1.322 2.341
H -4.597 0.013 1.324
H -7.180 0.682 3.791
H -6.894 1.998 5.839
H -4.631 2.666 6.579
H -2.662 1.959 5.289
H 0.171 1.330 5.091
H 1.370 0.336 6.946
H 1.279 -2.102 7.334
H -0.052 -3.532 5.839
H -1.570 -3.832 4.092
H -1.289 -2.761 2.717
H -2.651 -2.463 3.838
H -0.350 2.738 4.076
H 0.549 4.868 3.321
H 0.296 5.544 0.949
H -0.897 4.082 -0.619
H -2.242 2.299 -1.083
H -3.088 1.545 0.267
H -1.661 0.726 -0.455
C 2.918 -0.107 -3.087
Te 1.349 0.176 -1.621
C 1.884 2.243 -1.404
H 3.877 0.231 -2.692
H 2.638 0.485 -3.958
H 2.969 -1.157 -3.370
H 1.517 2.781 -2.277
H 2.970 2.339 -1.368
H 1.433 2.678 -0.509
```

## Properties
- largest force on an atom (Eh/bohr) = 0.0445
- orbital gap (spin up / spin down) (eV) = 5.888 / 6.085
- ⟨S²⟩ = 0.831
- relative energy (zero: lowest compared OMol25 entry of this formula, charge and spin) (kJ/mol) = 179.36
- highest occupied orbital energy (spin up / spin down) (eV) = -15.73 / -15.71
- charge = +3
- 2S+1 = 2

ORCA calculation (ωB97M-V/def2-TZVPD) on a structure of composition C39H54GeMoN3PSSe3Si.

The geometry in XYZ format:
```
104
Properties=species:S:1:pos:R:3
Mo -0.268 0.120 -0.361
C -3.217 -4.145 -2.629
Si -3.140 -4.769 -0.878
C -4.832 -4.879 -0.124
C -2.259 -6.408 -0.829
C -2.086 -3.641 0.261
C -1.763 -4.129 1.534
C -0.976 -3.414 2.427
C -0.456 -2.202 2.024
N -0.733 -1.715 0.810
C -1.549 -2.394 -0.014
S -1.805 -1.337 -1.408
H -3.987 -4.720 -3.150
H -2.274 -4.306 -3.156
H -3.490 -3.094 -2.719
H -5.442 -5.584 -0.694
H -5.344 -3.915 -0.131
H -4.794 -5.236 0.907
H -2.729 -7.109 -1.523
H -2.295 -6.867 0.162
H -1.211 -6.307 -1.120
H -2.149 -5.094 1.844
H -0.759 -3.792 3.415
H 0.192 -1.614 2.659
Se -1.335 1.323 1.679
P -1.878 2.948 0.312
Se -1.042 2.153 -1.576
C -1.081 4.485 0.760
C -1.032 4.856 2.105
C -0.499 6.084 2.458
C -0.010 6.936 1.475
C -0.047 6.562 0.139
C -0.583 5.335 -0.225
C -3.654 3.161 0.248
C -4.319 3.610 1.393
C -5.696 3.732 1.377
C -6.410 3.410 0.228
C -5.750 2.968 -0.908
C -4.368 2.836 -0.901
H -1.381 4.182 2.878
H -0.460 6.375 3.498
H 0.404 7.896 1.754
H 0.337 7.227 -0.622
H -0.618 5.055 -1.269
H -3.771 3.869 2.290
H -6.215 4.083 2.258
H -7.487 3.508 0.220
H -6.308 2.727 -1.802
H -3.857 2.493 -1.791
C 7.253 2.282 0.518
C 6.163 1.630 1.362
C 4.765 2.186 1.096
C 4.200 1.851 -0.280
N 4.084 0.398 -0.494
C 3.198 -0.408 0.103
Se 1.764 0.189 1.197
N 3.442 -1.677 -0.249
C 2.756 -2.872 0.256
C 3.638 -3.658 1.218
C 4.010 -2.858 2.462
C 4.828 -3.678 3.452
C 4.521 -1.697 -1.127
C 5.129 -2.745 -1.813
C 6.163 -2.409 -2.662
C 6.575 -1.076 -2.827
C 5.968 -0.039 -2.149
C 4.929 -0.379 -1.287
H 8.241 1.943 0.829
H 7.229 3.369 0.623
H 7.156 2.048 -0.543
H 6.389 1.786 2.418
H 6.167 0.545 1.212
H 4.781 3.276 1.179
H 4.066 1.828 1.855
H 4.838 2.231 -1.075
H 3.207 2.284 -0.407
H 2.442 -3.466 -0.603
H 1.862 -2.525 0.771
H 4.545 -3.999 0.712
H 3.087 -4.558 1.503
H 3.095 -2.495 2.943
H 4.582 -1.970 2.168
H 4.269 -4.552 3.791
H 5.093 -3.090 4.330
H 5.754 -4.031 2.997
H 4.807 -3.771 -1.696
H 6.668 -3.188 -3.215
H 7.386 -0.857 -3.508
H 6.283 0.984 -2.297
C 0.996 -2.764 -3.110
Ge 1.113 -0.850 -3.441
C -0.339 -0.187 -4.551
C 2.836 -0.361 -4.195
C 1.033 0.255 -1.732
H 0.437 -3.217 -3.929
H 0.477 -2.992 -2.180
H 1.993 -3.207 -3.094
H -0.264 -0.679 -5.522
H -0.261 0.888 -4.710
H -1.315 -0.417 -4.126
H 2.898 -0.745 -5.214
H 3.658 -0.787 -3.618
H 2.953 0.723 -4.235
H 1.781 1.048 -1.823
```

## Properties
- largest force on an atom (Eh/bohr) = 0.0149
- orbital gap (eV) = 6.997
- relative energy (zero: lowest compared OMol25 entry of this formula, charge and spin) (kJ/mol) = 0.00
- highest occupied orbital energy (eV) = -13.53
- charge = +2